Computed, not measured: a structure of composition C33H33BrN6O2RuS, with ωB97M-V/def2-TZVPD.

Properties
HOMO (spin up / spin down) (eV): -9.538 / -11.068
Calculated total energy (eV): -131242.2934
2S+1: 6
Total charge: +1
ΔE to the lowest compared entry with this formula, charge and spin (kcal per mole): 30.3
LUMO (spin up / spin down) (eV): -3.283 / -4.688
Molecular weight (g/mol): 758.71

Each line ends with the Löwdin spin population.
Atoms and positions in Å:
Ru1 -0.36624 -1.32225 1.69061  2.41
Br1 -9.01770 -1.68228 -6.20220  0.03
C1 -8.45557 -1.09945 -4.46843  0.13
C2 -9.32578 -1.24673 -3.37556  -0.02
C3 -8.95979 -0.73177 -2.15666  0.10
C4 -7.74071 -0.06438 -2.04559  0.03
C5 -6.95416 0.19308 -3.19587  0.11
C6 -7.24641 -0.37712 -4.41236  -0.02
N1 -7.27245 0.25201 -0.78181  0.61
N2 -6.07662 0.75706 -0.48368  0.43
C7 -5.11449 0.04735 -0.09807  0.01
C8 -5.14082 -1.43607 -0.19515  0.18
C9 -4.09693 -2.20721 0.25625  -0.02
C10 -2.95497 -1.58468 0.79621  0.17
O1 -1.90028 -2.31278 1.19357  0.24
C11 -2.86522 -0.24182 0.93161  0.03
N3 -1.75808 0.22469 1.53365  0.08
C12 -1.57636 1.51636 1.64108  0.00
C13 -2.46439 2.48141 1.17634  0.08
C14 -3.67262 2.01366 0.56714  -0.01
C15 -3.96725 0.62905 0.47139  0.08
H1 -10.24204 -1.90078 -3.41673  0.00
H2 -9.56772 -0.87203 -1.26249  0.00
H3 -6.09463 0.79580 -3.00183  0.01
H4 -6.55121 -0.23004 -5.23016  0.00
H5 -6.12693 -1.86324 -0.52572  0.01
H6 -4.14273 -3.29799 0.14440  0.00
H7 -0.68894 1.91345 2.16028  0.00
H8 -2.21314 3.48945 1.34894  0.01
H9 -4.37762 2.83029 0.37561  0.00
C16 5.28213 -0.34423 4.78259  0.00
C17 5.02867 0.91101 3.88998  0.00
C18 5.10861 2.14793 4.81407  0.00
C19 6.13159 0.90186 2.84240  0.00
C20 3.64150 0.74042 3.37511  0.00
C21 2.56889 0.46426 4.22334  0.00
C22 1.38061 0.03211 3.72271  0.01
N4 1.25978 -0.17988 2.40565  0.01
C23 2.29138 0.03033 1.50067  0.01
C24 3.48323 0.52448 1.99823  0.00
C25 1.92936 -0.14742 0.02769  0.01
C26 2.78102 0.05930 -1.07731  0.00
C27 2.24246 -0.09921 -2.38996  0.00
C28 0.92535 -0.61760 -2.50016  0.00
C29 0.20679 -0.74480 -1.34840  0.01
N5 0.70120 -0.56634 -0.15084  0.11
C30 3.21361 0.17740 -3.51439  0.00
C31 4.63469 -0.42725 -3.33841  0.00
C32 3.31096 1.72372 -3.66174  0.00
C33 2.60909 -0.32588 -4.85516  0.00
H10 6.14139 -0.24148 5.39540  0.00
H11 5.40697 -1.26597 4.23658  0.00
H12 4.40065 -0.57605 5.48810  0.00
H13 6.06891 2.11102 5.28053  0.00
H14 4.35618 1.94078 5.65078  0.00
H15 4.87808 3.11324 4.31422  0.00
H16 7.09698 0.91123 3.29070  0.00
H17 6.09689 1.82717 2.23176  0.00
H18 6.12769 0.08604 2.13561  0.00
H19 2.58146 0.62559 5.30273  0.00
H20 0.59779 -0.20794 4.42469  0.00
H21 4.27783 0.67110 1.29388  0.00
H22 3.81515 0.36949 -0.86676  0.00
H23 0.42658 -0.82425 -3.45959  0.00
H24 -0.81391 -1.13610 -1.31633  0.00
H25 5.17937 -0.04031 -2.49415  0.00
H26 5.32825 -0.24221 -4.17150  0.00
H27 4.58274 -1.49316 -3.22075  0.00
H28 3.96310 2.11950 -2.89686  0.00
H29 2.29184 2.16871 -3.56563  0.00
H30 3.66349 1.96166 -4.62845  0.00
H31 2.54811 -1.45818 -4.81219  0.00
H32 3.28189 -0.06920 -5.68598  0.00
H33 1.62736 0.06696 -5.05301  0.00
O2 1.89729 -2.78423 4.11262  0.04
S1 1.68008 -3.54464 2.90723  0.05
N6 0.69873 -3.02202 1.92551  0.09

***

Computed, not measured: the molecule C4H5IO2S, with ωB97M-V/def2-TZVPD.

Properties
HOMO (spin up / spin down) (eV): -9.251 / -9.391
Calculated total energy (eV): -27254.4115
Total charge: 0
ΔE to the lowest compared entry with this formula, charge and spin (kcal per mole): 67.5
LUMO (spin up / spin down) (eV): -1.543 / -1.576
Molecular weight (g/mol): 244.05

Each line ends with the natural charge from an NBO analysis.
Atoms and positions in Å:
C1 0.94002 1.14731 -0.05754  -0.36
C2 1.57189 0.01532 -0.25120  -0.18
C3 -0.52879 1.19600 0.22395  -0.65
C4 -0.13545 -1.74303 0.20520  -0.60
O1 -2.37885 -0.62438 0.73737  -0.95
O2 -1.61428 -0.47618 -1.59771  -0.94
S1 -1.30167 -0.47681 -0.17462  2.13
I1 3.49070 -0.51349 -0.62469  0.30
H1 1.24657 2.18156 -0.32448  0.25
H2 -0.84237 1.31301 1.33764  0.25
H3 -0.87417 2.16727 -0.22991  0.26
H4 0.30482 -2.45712 -0.47343  0.25
H5 0.12158 -1.72945 1.22945  0.22

***

Computed, not measured: the molecule C8H15NOSi, with ωB97M-V/def2-TZVPD.

Properties
SMILES: CC[Si@@]1(C#N)CCC[C@H](C)O1
HOMO (eV): -10.298
Calculated total energy (eV): -19954.0221
Total charge: 0
ΔE to the lowest compared entry with this formula, charge and spin (kcal per mole): 44.4
LUMO (eV): 0.652
Molecular weight (g/mol): 169.30

Each line ends with the natural charge from an NBO analysis.
Atoms and positions in Å:
C1 0.44276 -1.27738 -3.24251  -0.61
C2 0.94065 -1.50521 -1.92306  -0.91
Si1 0.53103 -0.24505 -0.59903  1.87
C3 1.09157 1.59977 -1.19561  -0.14
N1 1.22453 2.68205 -1.55474  -0.37
C4 -1.36843 -0.03334 -0.55271  -0.90
C5 -1.86273 -0.31027 0.89226  -0.41
C6 -1.02710 0.62952 1.69155  -0.45
C7 0.35304 0.19396 1.97799  0.11
C8 1.19492 1.29391 2.69237  -0.60
O1 1.16674 -0.25213 0.92281  -0.88
H1 -0.74802 -1.38737 -3.31656  0.22
H2 0.62908 -0.11377 -3.46885  0.21
H3 0.99585 -1.80842 -4.04174  0.23
H4 2.05352 -1.55931 -1.90836  0.25
H5 0.55347 -2.43183 -1.44466  0.23
H6 -1.87422 -0.94513 -1.09253  0.23
H7 -1.59196 0.88113 -1.04446  0.25
H8 -1.83729 -1.42803 1.00633  0.21
H9 -2.96969 -0.14395 1.13952  0.22
H10 -0.98105 1.52650 1.03897  0.21
H11 -1.31855 0.86857 2.80618  0.23
H12 0.29650 -0.72102 2.55622  0.17
H13 1.10416 2.09494 2.12464  0.20
H14 2.25055 1.00512 2.77899  0.22
H15 0.75067 1.38677 3.75701  0.20

***

Computed, not measured: a cluster of 2 separate species, C6H12BrF2NO in total, with ωB97M-V/def2-TZVPD.

Properties
HOMO (eV): -6.816
Calculated total energy (eV): -85427.5319
Total charge: 0
LUMO (eV): 0.421
Molecular weight (g/mol): 232.07

Each line ends with the natural charge from an NBO analysis.
Atoms and positions in Å:
C1 -1.05329 0.67655 -1.07839  -0.74
C2 -1.00815 -1.86951 -0.32900  -0.40
C3 -0.11497 -1.48182 1.97586  -0.44
C4 0.20825 2.65986 0.49063  -0.25
C5 -0.58212 0.38780 0.36701  0.76
C6 1.99054 0.25316 -1.08137  0.25
N1 -0.65929 -0.91509 0.69795  -0.35
O1 -0.13690 1.39676 1.10620  -0.47
F1 3.20260 0.75763 -1.43107  -0.40
F2 2.34296 -0.53879 -0.02938  -0.43
Br1 1.47376 -0.98593 -2.64931  -0.30
H1 -1.01417 1.69400 -1.26357  0.23
H2 -0.36758 0.25031 -1.75854  0.30
H3 -2.11660 0.37775 -1.33535  0.23
H4 -0.06374 -2.46351 -0.35624  0.23
H5 -1.69072 -2.56325 0.09077  0.20
H6 -1.28668 -1.57447 -1.25930  0.24
H7 0.93897 -1.08584 2.22109  0.25
H8 -0.85081 -1.33439 2.79222  0.22
H9 0.07468 -2.54981 1.84499  0.23
H10 -0.72331 2.94981 -0.17943  0.18
H11 1.03838 2.54355 -0.12834  0.23
H12 0.39820 3.41523 1.29255  0.21

***

Computed, not measured: a structure of composition C5H11NPRu, with ωB97M-V/def2-TZVPD.

Properties
HOMO (spin up / spin down) (eV): -3.006 / -9.035
Calculated total energy (eV): -18715.5864
2S+1: 6
Total charge: 0
ΔE to the lowest compared entry with this formula, charge and spin (kcal per mole): 11.9
LUMO (spin up / spin down) (eV): 1.070 / -1.572
Molecular weight (g/mol): 217.19

Each line ends with the Löwdin spin population.
Atoms and positions in Å:
C1 -0.49830 -0.10849 -1.92124  0.11
C2 -1.29515 0.93990 -1.29928  0.14
C3 -0.42315 1.94743 -0.68965  0.15
C4 0.91317 1.51336 -0.92028  0.13
C5 0.86621 0.23997 -1.70723  0.09
Ru1 -0.04543 -0.21876 0.33792  3.24
P1 -0.16747 -2.42959 0.63720  0.31
H1 -0.87683 -0.94705 -2.53216  0.01
H2 -2.36555 1.00071 -1.34068  0.01
H3 -0.75919 2.79893 -0.02722  0.01
H4 1.73217 -0.24811 -2.12721  0.01
H5 1.83656 2.01240 -0.61511  0.01
H6 0.94679 -3.16527 0.21787  0.05
H7 -1.23930 -3.13275 0.08152  0.06
H8 -0.25965 -2.80584 2.01613  0.10
N1 0.42393 0.61077 2.36852  0.34
H9 0.38827 1.42568 1.74725  0.04
H10 0.64009 0.97999 3.27279  0.05
H11 0.18284 -0.41328 2.50087  0.13

***

Computed, not measured: the molecule C5H12N2O, with ωB97M-V/def2-TZVPD.

Properties
SMILES: [H]/N=N/C(C)(C)[C@H](C)O
HOMO (eV): -8.479
Calculated total energy (eV): -10404.9988
Total charge: 0
ΔE to the lowest compared entry with this formula, charge and spin (kcal per mole): 79.0
LUMO (eV): 0.968
Molecular weight (g/mol): 116.16

Each line ends with the natural charge from an NBO analysis.
Atoms and positions in Å:
H1 -3.47029 0.26983 -1.23866  0.32
N1 -2.44732 0.42643 -1.12075  -0.35
N2 -1.95428 -0.30942 -0.26663  -0.15
C1 -0.22098 -0.28003 -0.18843  0.09
C2 0.08876 -1.62514 0.46315  -0.64
C3 0.32151 -0.19822 -1.60699  -0.65
C4 0.00505 0.91959 0.66381  0.10
C5 1.72712 1.00093 0.78791  -0.64
O1 -0.51476 0.86800 1.95942  -0.72
H2 -0.23252 -1.67057 1.50784  0.23
H3 1.15662 -1.85664 0.42687  0.22
H4 -0.43212 -2.42712 -0.07035  0.22
H5 -0.28732 -0.82845 -2.26689  0.23
H6 1.36068 -0.53270 -1.66980  0.22
H7 0.26408 0.81598 -2.01266  0.23
H8 -0.29988 1.85762 0.19630  0.18
H9 2.29526 0.09879 0.56192  0.20
H10 1.97116 1.25102 1.82215  0.22
H11 2.04479 1.80261 0.11926  0.21
H12 -1.37557 0.41746 1.93255  0.48

***

Computed, not measured: a cluster of 2 separate species, C2H6N2S3 in total, with ωB97M-V/def2-TZVPD.

Properties
HOMO (eV): -8.250
Calculated total energy (eV): -37654.1796
Total charge: 0
ΔE to the lowest compared entry with this formula, charge and spin (kcal per mole): 55.3
LUMO (eV): 0.028
Molecular weight (g/mol): 154.29

Each line ends with the natural charge from an NBO analysis.
Atoms and positions in Å:
C1 -0.51489 0.85203 0.23513  -0.33
C2 -1.98516 0.58443 0.46166  -0.56
N1 -0.67059 -0.48507 -1.59906  -0.20
N2 0.03915 0.23801 -0.91865  -0.08
S1 1.70229 -2.62063 0.24875  -0.27
S2 -1.90975 -2.29497 0.20277  -0.50
S3 -2.35263 -0.71813 -0.91917  0.67
H1 -0.32145 2.03688 0.31123  0.24
H2 0.15252 0.52130 0.99384  0.24
H3 -2.10004 0.18533 1.54724  0.28
H4 -2.55201 1.47388 0.16666  0.22
H5 1.35886 -2.62073 1.54676  0.14
H6 2.50841 -1.61360 0.60206  0.13

***

Computed, not measured: a structure of composition C38H28FN6O11ScTe, with ωB97M-V/def2-TZVPD.

Properties
HOMO (eV): -1.238
Calculated total energy (eV): -102047.4233
Total charge: -2
ΔE to the lowest compared entry with this formula, charge and spin (kcal per mole): 12.1
LUMO (eV): 3.531
Molecular weight (g/mol): 936.23

Each line ends with the natural charge from an NBO analysis.
Atoms and positions in Å:
Sc1 -0.19725 -0.08661 0.13831  1.73
O1 -3.92646 -1.50421 5.17544  -0.66
C1 -3.15113 -1.20809 4.09591  0.35
C2 -3.65012 -1.26090 2.79856  -0.32
C3 -2.79394 -0.93115 1.76834  0.15
N1 -1.53531 -0.57710 1.98048  -0.50
C4 -1.05183 -0.54941 3.21632  0.15
C5 -1.82564 -0.85392 4.31799  -0.29
C6 0.43156 -0.20185 3.26950  0.75
O2 1.00784 -0.27672 4.35063  -0.68
O3 0.90825 0.09173 2.12910  -0.76
C7 -3.17292 -0.93790 0.29664  0.77
O4 -4.26964 -1.36274 -0.03596  -0.66
O5 -2.23330 -0.48902 -0.44570  -0.77
H1 -4.80634 -1.74359 4.86432  0.48
H2 -4.66636 -1.55454 2.56572  0.23
H3 -1.38977 -0.81818 5.30570  0.25
O6 -1.09537 2.35886 -6.63328  -0.75
C8 -1.31504 3.03530 -5.61176  0.74
O7 -1.79609 4.17479 -5.47895  -0.75
C9 -0.96412 2.32170 -4.27776  -0.04
C10 -1.22240 2.91794 -3.05518  -0.22
C11 -0.94681 2.23166 -1.88189  0.26
N2 -0.38534 1.01599 -1.88029  -0.49
C12 -0.15794 0.42471 -3.05801  0.18
C13 -0.43303 1.04318 -4.26655  -0.21
C14 0.28600 -0.98703 -3.01401  0.22
C15 1.01136 -1.56611 -4.05124  -0.23
C16 1.30042 -2.91529 -3.98190  -0.16
C17 0.83966 -3.64903 -2.89930  -0.26
C18 0.15070 -2.98312 -1.90010  0.06
N3 -0.09994 -1.67814 -1.94111  -0.42
C19 -1.27061 2.79103 -0.54914  0.18
C20 -2.06487 3.91738 -0.39242  -0.18
C21 -2.30932 4.38719 0.88720  -0.18
C22 -1.73229 3.74654 1.96885  -0.25
C23 -0.95576 2.62673 1.73016  0.10
N4 -0.73906 2.15175 0.50364  -0.49
H4 -1.63829 3.91455 -3.06953  0.24
H5 -0.28663 0.54585 -5.21528  0.24
H6 1.35137 -0.95716 -4.87648  0.23
H7 1.87760 -3.39165 -4.76443  0.21
H8 1.02666 -4.71058 -2.81434  0.21
H9 -0.19482 -3.50166 -1.01561  0.21
H10 -2.49233 4.40706 -1.25349  0.22
H11 -2.93115 5.26231 1.03047  0.21
H12 -1.86077 4.09705 2.98294  0.23
H13 -0.44265 2.11294 2.53156  0.23
F1 1.60206 -4.81120 4.17781  -0.30
C24 2.19822 -4.70772 2.98048  0.20
C25 2.51167 -3.51723 2.45706  0.04
N5 3.17431 -3.39548 1.25463  -0.41
C26 3.26694 -2.06801 0.65871  -0.33
C27 1.91494 -1.54906 0.21615  0.79
O8 1.88729 -0.54068 -0.52175  -0.69
O9 0.86511 -2.07297 0.67731  -0.74
C28 3.46792 -4.49564 0.48396  0.79
O10 4.01631 -4.45122 -0.59880  -0.64
N6 3.10063 -5.70511 1.05301  -0.63
C29 2.46711 -5.94078 2.26777  0.60
O11 2.19594 -7.06668 2.63459  -0.61
H14 2.27754 -2.59018 2.96540  0.26
H15 3.96592 -2.07587 -0.17054  0.26
H16 3.62956 -1.36820 1.41539  0.25
H17 3.30576 -6.51609 0.48894  0.42
C30 0.83628 5.89897 5.57296  -0.62
C31 1.29217 5.17227 4.33446  -0.06
C32 2.05789 4.01693 4.41323  -0.26
C33 2.49678 3.33652 3.28045  0.07
C34 3.34478 2.11163 3.47085  -0.67
C35 2.15382 3.79950 1.99080  -0.27
Te1 2.75196 2.71303 0.26496  -0.40
C36 1.39441 4.98527 1.91014  -0.05
C37 1.03207 5.62385 0.59529  -0.65
C38 0.98110 5.64209 3.06779  -0.25
H18 1.11749 5.34838 6.47212  0.20
H19 -0.24942 6.02842 5.58899  0.20
H20 1.27970 6.89642 5.64264  0.20
H21 2.32893 3.62653 5.39051  0.19
H22 3.60557 1.98514 4.52424  0.18
H23 4.25440 2.18285 2.87102  0.22
H24 2.81574 1.22217 3.13279  0.26
H25 1.07923 4.90475 -0.22080  0.25
H26 1.73821 6.42404 0.35235  0.21
H27 0.03343 6.06443 0.64043  0.19
H28 0.39149 6.55170 2.96638  0.18

***

Table of max |F| (Eh/bohr), in record order: 0.101 0.085 0.120 0.095 0.050 0.085 0.069 0.012